Record 1
Here is a structure of composition C35H30N7O4ReS2 from OMol25. Energies are from ωB97M-V/def2-TZVPD.

Each line ends with the Löwdin spin population.
Cartesian coordinates (Å):
Re 1.222204 0.337693 0.183507  0.76
O 3.590843 -1.814484 -0.038231  0.00
C 1.622547 -2.861319 -1.058706  0.01
C 1.169865 -3.537486 -2.185056  0.00
C 0.218678 -4.542384 -2.091715  0.01
C -0.274190 -4.916653 -0.851754  0.00
C 0.151972 -4.240120 0.274457  0.01
C 1.062393 -3.183011 0.182493  0.00
C 1.261742 -2.451456 1.420809  0.08
N 1.432393 -1.180122 1.543829  -0.01
N 1.367876 -0.796424 2.891975  0.01
C 1.204264 0.474918 3.009651  -0.01
O 1.174228 1.272036 1.965981  0.05
C 1.018141 1.084630 4.338093  0.00
C 0.996586 2.469843 4.467754  0.00
C 0.803626 3.040312 5.715933  0.00
C 0.625873 2.233993 6.830842  0.00
C 0.641541 0.850909 6.700962  0.00
C 0.837799 0.274601 5.458057  0.00
H 1.587412 -3.291593 -3.152508  0.00
H -0.111460 -5.052982 -2.986516  0.00
H -0.989032 -5.723235 -0.763890  0.00
H -0.247754 -4.502503 1.245950  0.00
H 1.101138 -2.990370 2.349072  0.00
H 1.129434 3.089531 3.591560  0.00
H 0.792315 4.117034 5.819085  0.00
H 0.474471 2.683629 7.803317  0.00
H 0.501953 0.223028 7.570675  0.00
H 0.853172 -0.800098 5.341898  0.00
C 2.202771 4.951711 -1.232808  0.00
N 2.259140 3.711449 -1.992440  0.00
C 1.889705 3.584205 -3.320078  0.00
C 1.946134 2.274699 -3.630622  0.00
N 2.358884 1.611272 -2.491592  0.00
C 2.537783 2.499500 -1.496605  0.01
S 2.903887 2.087340 0.125893  0.05
C 2.736412 0.238257 -2.403896  0.00
C 3.563398 -0.202367 -3.364357  -0.01
C 4.040629 -1.562551 -3.336435  0.00
C 3.661170 -2.333611 -2.326090  0.00
C 2.768522 -1.863087 -1.204524  0.00
N 2.215229 -0.489635 -1.329454  -0.01
H 2.831541 5.699745 -1.709858  0.00
H 2.562160 4.759808 -0.226568  0.00
H 1.172310 5.299357 -1.186367  0.00
H 1.612501 4.436008 -3.913973  0.00
H 1.736649 1.750128 -4.544324  0.00
H 3.906203 0.488252 -4.120207  0.00
H 4.724654 -1.913374 -4.095943  0.00
H 4.015472 -3.351965 -2.219785  0.00
H 3.989734 -2.684344 0.098180  0.00
C -5.644974 -0.064156 -4.222390  0.00
C -4.541787 0.327343 -3.284329  0.00
C -3.267855 -0.229384 -3.403391  0.00
C -2.255719 0.121043 -2.530421  0.00
C -2.522226 1.050687 -1.533137  0.00
C -3.779714 1.620689 -1.387574  0.00
C -4.780626 1.251648 -2.267825  0.00
S -1.260997 1.460195 -0.405195  0.00
O 0.013746 1.700426 -1.136819  0.02
O -1.723788 2.504805 0.450350  0.00
N -0.770724 0.106232 0.341876  0.01
C -1.553596 -0.512693 1.358996  0.00
C -1.974348 0.209824 2.469941  0.00
C -2.701203 -0.464901 3.437411  0.00
C -2.966167 -1.813108 3.262675  0.00
C -2.486954 -2.434016 2.119445  0.00
N -1.793282 -1.803351 1.175948  0.00
H -5.290091 -0.743002 -4.995212  0.00
H -6.073016 0.814092 -4.706602  0.00
H -6.450307 -0.560061 -3.678480  0.00
H -3.072711 -0.950177 -4.186922  0.00
H -1.272694 -0.326807 -2.610930  0.00
H -3.959898 2.339134 -0.600460  0.00
H -5.765350 1.690212 -2.166111  0.00
H -1.719722 1.254376 2.579922  0.00
H -3.042461 0.058507 4.320586  0.00
H -3.527155 -2.377114 3.994310  0.00
H -2.671298 -3.489159 1.948667  0.00

Force components x, y, z for each atom (eV/Å):
Re -0.260 0.284 -0.141
O -0.050 -0.025 0.015
C -0.004 0.010 0.140
C -0.023 0.002 -0.027
C -0.002 0.000 -0.008
C 0.002 0.008 0.014
C 0.016 0.019 -0.013
C 0.035 -0.044 -0.120
C -0.044 0.093 -0.140
N 0.046 -0.304 0.279
N 0.039 -0.045 0.227
C 0.024 -0.053 -0.105
O -0.072 0.086 0.284
C 0.004 -0.028 0.057
C -0.021 -0.020 -0.020
C -0.001 0.028 0.021
C -0.002 0.017 -0.001
C 0.007 -0.002 -0.020
C 0.010 0.011 0.023
H 0.004 0.006 -0.007
H 0.001 -0.002 -0.005
H 0.001 -0.005 0.000
H 0.003 0.005 0.009
H 0.027 0.032 0.030
H 0.007 -0.009 -0.007
H -0.002 0.006 0.003
H 0.000 0.001 0.003
H 0.001 -0.004 0.004
H 0.002 -0.002 -0.008
C 0.017 0.016 0.042
N -0.030 -0.090 -0.006
C -0.022 -0.031 -0.041
C 0.024 0.051 -0.034
N 0.060 0.036 0.111
C -0.003 -0.034 -0.080
S 0.091 0.042 -0.011
C 0.094 0.048 -0.118
C -0.062 0.037 0.043
C -0.042 0.008 0.188
C 0.029 -0.019 -0.156
C -0.004 -0.095 0.074
N 0.111 -0.084 -0.420
H -0.004 0.004 0.005
H -0.002 0.005 -0.005
H 0.009 0.011 -0.005
H -0.004 0.005 -0.002
H -0.004 0.002 -0.006
H 0.007 0.009 0.005
H -0.002 -0.013 -0.011
H -0.034 -0.016 -0.027
H 0.036 0.046 -0.028
C -0.030 -0.017 -0.020
C 0.029 0.021 0.032
C -0.010 0.009 0.010
C 0.021 -0.052 -0.004
C 0.099 -0.059 -0.045
C -0.002 0.028 0.003
C 0.005 -0.006 -0.022
S -0.121 -0.094 -0.007
O 0.085 0.036 -0.082
O -0.047 -0.065 -0.027
N 0.097 0.177 -0.029
C -0.124 -0.025 0.196
C -0.004 -0.056 0.060
C 0.016 0.033 -0.011
C 0.008 -0.011 -0.020
C -0.034 -0.016 0.045
N -0.003 0.099 -0.045
H 0.002 0.001 -0.003
H 0.002 0.004 0.002
H -0.003 0.001 -0.001
H 0.000 -0.006 -0.002
H 0.004 0.000 -0.006
H 0.004 0.004 0.007
H -0.005 -0.004 -0.001
H -0.005 -0.001 -0.038
H 0.001 -0.001 0.008
H -0.001 -0.001 0.005
H -0.001 -0.002 -0.009

Summary:
2S+1   2
Energy   -79197.974 eV
F_max   0.44 eV/A
Charge   +1
Kohn-Sham gap (alpha / beta)   0.261 / 0.248 hartree

---

Record 2
Here is a structure of composition C35H30N8P2S2Se2Tl from OMol25. Energies are from ωB97M-V/def2-TZVPD.

Each line ends with the Mulliken charge.
Cartesian coordinates (Å):
Tl 2.136359 -1.898520 2.532908  1.40
C -0.685838 -5.615534 1.936525  -1.57
C 0.060402 -4.372597 2.315360  0.76
N 1.282507 -4.146417 2.039341  0.15
N 2.094205 -5.009801 1.386720  -0.64
C 3.430196 -4.831400 1.432055  0.65
N 4.160592 -5.698670 0.729928  -0.41
S 4.199552 -3.621778 2.331921  -0.39
C -0.614534 -3.275388 3.041561  0.55
C -1.953610 -3.315687 3.258102  -0.65
C -2.561139 -2.274146 4.041583  -0.63
C -1.853447 -1.197380 4.396174  -0.98
C -0.463841 -1.045970 3.872225  -0.15
N 0.178215 -2.266545 3.520717  -0.42
H -0.031273 -6.397909 1.557203  0.43
H -1.423565 -5.388140 1.167164  0.35
H -1.207683 -6.015703 2.802980  0.42
H 1.707957 -5.787054 0.872738  0.23
H 3.762293 -6.497787 0.266177  0.19
H 5.161307 -5.611183 0.761225  0.22
H -2.542842 -4.157314 2.924439  0.40
H -3.593443 -2.381353 4.350786  0.44
H -2.264407 -0.393100 4.990924  0.47
H 0.174217 -0.473191 4.541536  0.34
Se -3.737292 2.886858 1.830293  -0.26
P -2.412899 2.287640 0.345294  0.14
C -1.409012 3.639784 -0.324042  0.38
C -1.186322 3.851882 -1.681200  0.23
C -0.521815 4.998191 -2.095000  -0.96
C -0.037363 5.902099 -1.163622  -0.55
C -0.226364 5.673718 0.193122  -0.81
C -0.929181 4.557125 0.612333  -0.55
C -3.271662 1.449569 -1.009798  0.71
C -3.857917 2.177906 -2.044076  -0.39
C -4.649790 1.533290 -2.981516  -0.78
C -4.897067 0.172044 -2.870661  -0.56
C -4.373444 -0.541821 -1.802662  -0.60
C -3.563879 0.094663 -0.874854  -0.70
C -1.162503 1.062275 0.981676  -0.01
C 0.067002 0.409899 0.632884  -0.79
N 0.394127 -0.346641 1.678633  0.33
N -0.525817 -0.171925 2.574500  1.10
N -1.470363 0.647628 2.221077  -0.78
P 1.335900 0.259958 -0.670397  0.92
Se 2.799014 -1.261139 -0.107926  -0.11
C 2.239675 1.802330 -0.846932  0.62
C 2.406570 2.452006 -2.065978  -0.01
C 3.316939 3.495131 -2.158026  -0.92
C 4.024767 3.904544 -1.039419  -0.67
C 3.826768 3.281360 0.186814  -0.57
C 2.945747 2.220513 0.283516  -0.19
C 0.636959 -0.317648 -2.222098  0.59
C 1.442246 -0.321009 -3.364027  -0.66
C 0.987826 -0.933110 -4.518882  -0.82
C -0.251741 -1.559917 -4.532917  -0.59
C -1.030427 -1.592417 -3.386495  -0.67
C -0.584075 -0.977937 -2.226243  -0.40
H -1.550809 3.146322 -2.415586  0.60
H -0.389660 5.183295 -3.153825  0.42
H 0.487453 6.788815 -1.497016  0.42
H 0.144042 6.380828 0.924577  0.46
H -1.150416 4.407982 1.663096  0.38
H -3.717157 3.249379 -2.101628  0.64
H -5.099296 2.101165 -3.786341  0.42
H -5.522732 -0.325377 -3.600795  0.43
H -4.614725 -1.591094 -1.679016  0.46
H -3.198452 -0.444100 -0.007594  0.47
H 1.847626 2.143644 -2.938121  0.64
H 3.467184 3.988613 -3.109615  0.45
H 4.730490 4.721691 -1.121542  0.42
H 4.378644 3.597565 1.062209  0.40
H 2.834830 1.694267 1.225961  -0.25
H 2.426545 0.127677 -3.342806  0.65
H 1.606830 -0.934620 -5.406152  0.43
H -0.607236 -2.030592 -5.440630  0.41
H -1.985679 -2.099543 -3.395134  0.49
H -1.177334 -1.016526 -1.325070  0.37
S 4.800725 1.724889 3.531591  -0.40
C 3.791785 0.511154 3.608974  0.56
N 3.020554 -0.389716 3.680798  -0.70

Force components x, y, z for each atom (eV/Å):
Tl 0.044 -0.441 -0.649
C 0.062 0.015 0.034
C -0.163 -0.176 -0.108
N 0.197 0.226 0.101
N 0.014 -0.200 -0.039
C 0.085 0.109 0.087
N -0.002 -0.013 0.053
S -0.058 0.023 -0.020
C -0.102 0.149 0.045
C 0.008 -0.152 -0.079
C -0.088 0.013 0.034
C 0.112 0.087 -0.073
C -0.109 -0.228 0.056
N 0.196 0.214 0.072
H -0.022 -0.008 0.034
H -0.029 -0.002 0.002
H -0.026 -0.004 -0.005
H -0.070 -0.008 -0.079
H 0.000 -0.015 -0.035
H 0.050 -0.021 -0.020
H 0.000 0.064 -0.008
H 0.053 0.003 0.036
H -0.001 -0.058 -0.004
H 0.046 0.100 -0.035
Se -0.037 0.036 0.100
P 0.252 -0.021 -0.240
C -0.029 -0.047 0.059
C 0.065 -0.034 0.041
C 0.087 -0.076 -0.120
C 0.074 0.022 -0.025
C -0.013 -0.018 0.046
C -0.003 0.025 -0.041
C 0.002 -0.018 0.040
C 0.045 -0.036 0.024
C -0.048 0.022 -0.025
C -0.010 0.008 -0.017
C 0.037 -0.077 0.036
C 0.006 0.038 0.019
C 0.068 -0.031 0.203
C -0.170 0.048 -0.095
N -0.179 0.186 0.054
N -0.161 -0.076 -0.093
N 0.044 -0.126 -0.108
P -0.044 0.100 -0.092
Se -0.051 -0.226 0.316
C -0.072 -0.051 0.029
C -0.032 0.038 0.048
C -0.116 0.061 -0.054
C -0.025 0.085 0.010
C -0.003 -0.005 0.042
C -0.019 -0.007 -0.055
C 0.095 0.097 0.099
C -0.025 -0.029 -0.007
C 0.027 0.012 0.001
C -0.036 0.003 -0.011
C -0.040 -0.001 -0.020
C -0.053 0.080 -0.028
H 0.067 0.009 -0.010
H 0.039 -0.002 0.021
H -0.033 -0.005 0.019
H 0.000 -0.017 -0.031
H 0.037 0.016 -0.022
H -0.036 -0.029 -0.030
H 0.029 -0.011 0.016
H -0.006 0.015 0.022
H 0.025 0.030 -0.015
H 0.032 -0.075 -0.034
H -0.014 0.081 0.021
H -0.007 0.008 0.026
H 0.001 -0.037 0.010
H -0.031 -0.013 -0.012
H 0.039 0.061 -0.002
H -0.004 -0.051 -0.028
H -0.003 0.019 0.008
H 0.017 -0.012 0.025
H -0.032 0.032 0.022
H -0.109 0.003 0.031
S 0.209 0.243 0.051
C -0.232 -0.335 -0.184
N 0.180 0.408 0.561

Summary:
Energy   -224330.782 eV
F_max   0.79 eV/A
Charge   +1
Kohn-Sham gap   0.243 hartree